[1]
C5H15N3 | ωB97M-V/def2-TZVPD

CARTESIAN COORDINATES (ANGSTROEM)
C  -0.13  -1.95  1.23
C  -1.80  -0.19  1.26
C  -0.86  0.88  -1.26
N  -0.47  -0.58  0.78
C  -0.26  -0.39  -0.71
N  -0.01  -1.46  -1.38
H  0.05  -1.26  -2.37
H  0.85  -2.20  0.84
H  -0.84  -2.67  0.84
H  -0.13  -1.96  2.32
H  -1.98  0.87  1.08
H  -1.87  -0.40  2.33
H  -2.58  -0.76  0.76
H  -0.74  1.73  -0.60
H  -0.36  1.12  -2.20
H  -1.93  0.74  -1.45
C  2.10  1.75  -0.51
N  1.54  0.56  0.12
H  2.16  -0.23  -0.08
H  0.53  0.15  1.06
H  3.13  1.96  -0.20
H  2.11  1.67  -1.60
H  1.49  2.63  -0.26

For the highest occupied orbital energy, the calculation gives -7.03 eV. For the energy above the lowest of the compared OMol25 structures with the same formula, charge and spin, the calculation gives 340.8 kJ/mol. For the total energy, the calculation gives -363.657289 hartree.

=====

[2]
C5H15N3 | ωB97M-V/def2-TZVPD

CARTESIAN COORDINATES (ANGSTROEM)
N  0.18  -3.42  1.23
C  0.34  -2.20  0.44
C  1.05  -1.13  1.24
C  1.59  0.08  0.46
C  0.74  0.52  -0.74
N  -0.37  1.35  -0.32
C  -1.02  2.08  -1.38
N  -2.21  2.71  -0.84
H  -0.62  -3.94  0.88
H  -0.13  -3.16  2.17
H  0.93  -2.46  -0.45
H  -0.61  -1.82  0.05
H  1.80  -1.56  1.91
H  0.32  -0.73  1.98
H  1.70  0.94  1.10
H  2.59  -0.19  0.08
H  1.38  1.11  -1.41
H  0.43  -0.35  -1.32
H  -1.05  0.82  0.21
H  -0.28  2.80  -1.77
H  -1.33  1.45  -2.23
H  -2.44  3.57  -1.32
H  -2.04  2.91  0.14

For the highest occupied orbital energy, the calculation gives -8.85 eV. For the energy above the lowest of the compared OMol25 structures with the same formula, charge and spin, the calculation gives 98.3 kJ/mol. For the total energy, the calculation gives -363.749668 hartree. As for the SMILES: NCCCCNCN.

=====

[3]
C5H15N3 | ωB97M-V/def2-TZVPD

CARTESIAN COORDINATES (ANGSTROEM)
C  2.77  0.38  -0.03
C  1.40  0.66  0.60
N  1.61  1.78  1.66
C  0.39  1.21  -0.43
C  -1.07  0.68  -0.32
N  -1.15  -0.72  -0.77
C  -2.08  -1.52  -0.30
N  -2.37  -2.72  -0.72
H  3.32  -0.37  0.54
H  2.66  0.07  -1.05
H  3.47  1.22  0.04
H  1.04  -0.22  1.12
H  2.26  2.47  1.29
H  2.02  1.42  2.52
H  0.72  2.24  1.85
H  0.36  2.30  -0.40
H  0.72  0.99  -1.45
H  -1.63  1.29  -0.98
H  -1.39  0.73  0.72
H  -0.70  -0.91  -1.65
H  -2.64  -1.16  0.56
H  -1.98  -3.07  -1.58
H  -3.04  -3.32  -0.27

The net charge is +2. For the highest occupied orbital energy, the calculation gives -18.58 eV. For the energy above the lowest of the compared OMol25 structures with the same formula, charge and spin, the calculation gives 52.2 kJ/mol. For the total energy, the calculation gives -363.194245 hartree. As for the SMILES: C[C@@H]([NH3+])CC/[NH+]=C/N.